[1]
C21H25N6O6RbS | wB97M-V/def2-TZVPD

Geometry (Å):
Rb: 0.41485 0.94891 1.37989
O: -1.88936 1.59314 2.99675
C: -2.51565 0.48923 3.59453
C: -1.58968 -0.00634 4.74455
N: -0.26510 -0.21666 4.21096
C: -0.05742 -1.60833 3.89315
C: 0.99476 -2.03685 2.81294
O: 0.93149 -3.23810 2.54045
O: 1.75468 -1.12995 2.23518
C: 0.71264 0.34769 5.11886
C: 0.69947 1.88485 5.38638
O: -0.16549 2.61490 4.86980
O: 1.62622 2.25745 6.15457
H: -1.21898 1.95170 3.63345
H: -2.72882 -0.26198 2.82553
H: -3.41326 0.83525 4.11968
H: -2.02621 -0.84156 5.23246
H: -1.50898 0.73696 5.50040
H: -0.87145 -2.04845 3.34314
H: 0.09151 -2.23777 4.79610
H: 1.73359 0.13476 4.77946
H: 0.62922 -0.18791 6.07164
S: 0.85172 1.72537 -2.25309
C: -0.37541 0.74630 -3.00825
N: -0.79004 0.73626 -4.19411
N: -0.13243 1.56755 -5.06955
C: -0.09434 1.10390 -6.34361
C: -0.52808 -0.13477 -6.78054
C: -0.61955 -0.41009 -8.13338
C: -0.03563 0.41698 -9.08653
C: 0.49229 1.62482 -8.66240
C: 0.47854 1.96698 -7.33587
N: -1.04473 -0.27766 -2.30216
N: -0.55491 -0.60887 -1.23375
C: -1.32303 -1.69057 -0.65416
C: -2.70630 -1.76279 -0.67655
C: -3.37117 -2.68885 0.09866
C: -2.62429 -3.56642 0.90702
C: -1.26945 -3.55853 0.85877
C: -0.58149 -2.56800 0.10886
H: 0.63039 2.11442 -4.65514
H: -1.04856 -0.78042 -6.02847
H: -1.02918 -1.32194 -8.44066
H: 0.02630 0.09382 -10.17673
H: 1.00889 2.23171 -9.35837
H: 0.73530 2.99531 -7.04263
H: -3.24241 -1.08216 -1.39342
H: -4.47822 -2.73894 0.09843
H: -3.11720 -4.12378 1.67888
H: -0.71164 -4.15621 1.54552
H: 0.52908 -2.45471 0.22199
C: 4.12870 1.64685 0.91247
C: 3.75339 2.43197 2.11068
N: 3.17508 1.72915 3.13599
O: 3.95768 3.62362 2.19901
H: 4.74192 0.76555 1.20810
H: 4.72998 2.20768 0.16652
H: 3.27257 1.22535 0.42733
H: 2.81537 0.74488 2.97128
H: 3.01286 2.24535 3.94003

## Properties
M = 575.0 g mol⁻¹
Charge = -2
Max |F| = 0.0724 Eh/bohr
HOMO energy = -2.549 eV
Orbital gap = 6.5 eV

---

[2]
C9H18N3 | wB97M-V/def2-TZVPD

Geometry (Å):
C: 1.81176 -0.34203 -0.65692
C: 0.12608 -2.07022 -1.01021
C: -1.10995 -1.19200 -1.41407
C: -3.02876 -0.44116 -0.07837
C: -3.41504 1.11559 -0.09145
C: -0.88100 0.55642 0.22803
C: 2.44077 1.53076 1.01357
C: 3.52568 -0.70169 0.95634
C: 2.91069 0.37799 0.04026
N: 1.25762 -1.38529 -0.73925
N: -1.61164 -0.53317 -0.24071
N: -2.11169 1.78428 -0.05491
H: -0.21509 -2.59010 -0.10757
H: 0.36570 -2.77018 -1.73220
H: -0.75220 -0.52171 -2.10781
H: -1.72767 -1.98542 -1.63193
H: -3.21213 -0.82539 0.90813
H: -3.67415 -0.90542 -0.81534
H: -3.90340 1.26010 -1.09463
H: -3.96016 1.31974 0.79153
H: -0.90649 0.62839 1.31511
H: 2.03832 0.95384 1.94344
H: 1.70839 2.12598 0.64552
H: 3.28337 2.13973 1.31595
H: 4.23803 -0.21833 1.55465
H: 4.13148 -1.44778 0.30396
H: 2.80254 -1.30407 1.40650
H: 3.71215 0.66107 -0.64695
H: -1.80123 2.36705 -0.86219
H: -2.04195 2.41304 0.86152

## Properties
M = 168.3 g mol⁻¹
Charge = +1
Max |F| = 0.1051 Eh/bohr
HOMO energy (alpha / beta) = -10.965 / -10.966 eV
Orbital gap (alpha / beta) = 7.3 / 7.3 eV

---

[3]
C5H8O2 | wB97M-V/def2-TZVPD

Geometry (Å):
C: -1.62380 -0.30967 -0.32614
C: -0.15075 -0.26743 -0.02956
C: 0.40456 1.14322 0.13771
C: 0.59020 -1.38519 0.06950
C: 2.13876 -1.41119 0.04520
O: 2.74031 -2.44229 -0.03345
O: 2.91294 -0.14301 0.12755
H: -1.98512 -1.32376 -0.26779
H: -1.92933 0.40563 -1.20622
H: -2.10535 0.32263 0.56141
H: -0.36153 1.69331 0.73034
H: 0.36910 1.60140 -0.89620
H: 1.39210 1.26190 0.69570
H: 0.21787 -2.45392 0.05913
H: 3.92983 -0.28837 -0.00398

## Properties
M = 100.1 g mol⁻¹
SMILES string = CC(C)=CC(=O)O
Max |F| = 0.0731 Eh/bohr
HOMO energy = -9.771 eV
Orbital gap = 10.5 eV